Entry 1:
Here is 12 unconnected molecules or ions with the total composition C42H78BCl3F3O36 at a distorted geometry from OMol25. Energies are from the ωB97M-V functional and the def2-TZVPD basis.

Computed properties:
* largest force on an atom: 0.050 hartree/bohr

```
! RIJCOSX wB97M-V def2-TZVPD def2/J DEFGRID3
* xyz -1 1
Cl 3.4656 0.3847 2.5557
Cl 2.2248 -2.9816 2.5598
Cl 6.4684 0.1712 -2.8177
F 5.7224 -2.1288 1.4551
F 6.1021 -0.0513 0.9782
F 6.9753 -1.6164 -0.2324
O 0.3936 -3.9010 -6.1708
O -5.4803 -0.4604 6.4408
O 2.5020 3.4943 7.1369
O 6.0315 9.3327 2.1490
O 4.8054 8.2328 0.6062
O 2.5645 -0.0524 -0.3625
O 0.9286 4.5405 8.1514
O -2.2965 2.7996 -7.4993
O -8.9767 -7.4585 -3.2749
O -2.1485 -3.8219 -0.6605
O 5.4951 10.2209 0.1473
O 2.3224 5.7782 -2.8956
O 8.3201 -4.7342 -5.8096
O -10.9482 -3.2802 -1.9956
O 7.3951 -5.5631 -7.5640
O -10.7814 -2.1398 -0.0574
O 1.6398 3.7901 -2.4234
O -8.9886 -2.9609 -0.9230
O 0.3724 3.2493 6.3964
O 1.8018 -2.6871 -7.4333
O 1.3077 4.8000 13.3888
O 9.6443 -5.3950 -7.5138
O -3.9190 -2.9863 0.2281
O 2.8642 4.9003 -0.8904
O 4.5640 -1.0493 -4.1133
O -3.5169 1.2391 -6.4304
O 3.6506 -2.0745 0.0326
O -5.1057 1.4217 7.6195
O -8.8844 -9.0878 -4.8301
O -1.3907 0.9221 -6.6406
O 1.5323 7.0323 13.1664
O -7.0346 -8.3210 -4.0301
O 2.5190 -3.9714 -5.7318
O 2.4613 5.7549 11.7012
O -3.4562 0.2785 6.5913
O -4.1301 -4.1108 -1.7075
C -10.3124 -9.0715 -4.8701
C 4.7137 7.1086 1.4947
C 0.7627 0.7466 2.4009
C 4.9442 -1.9073 -1.8757
C -6.3439 -7.4249 -3.1518
C -3.4491 -3.6854 -0.8070
C 1.7287 5.7635 12.8060
C 1.8219 -0.3207 2.6298
C 2.7507 4.4473 11.1919
C 3.8386 -3.5080 -6.0410
C 3.0361 6.9563 -2.5229
C -8.3238 -3.7038 -1.9527
C -2.3859 1.7574 -6.9061
C -12.1933 -1.9313 -0.1047
C -10.3004 -2.8409 -1.0845
C 2.3243 4.8205 -1.9634
C 6.2103 11.3959 0.5268
C 5.8401 -1.2674 0.4475
C 5.1451 -1.0182 -3.0459
C 8.5625 -5.2462 -7.0104
C 3.0179 2.6683 6.0807
C -4.7134 0.5058 6.9440
C 7.4908 -6.1252 -8.8731
C 4.6280 -1.2280 -0.5320
C -0.6382 -3.3870 -7.0116
C -5.3260 -2.7968 0.1737
C -2.5325 1.2454 7.1038
C -0.4556 4.8628 8.2972
C 1.6578 -1.4986 1.6939
C -1.4806 -4.5317 -1.7068
C 1.5969 -3.4437 -6.5205
C 5.4945 9.2607 1.0758
C -6.8628 -0.3306 6.7727
C 0.7495 7.1869 14.3507
C 3.9243 0.1307 -0.6115
C -4.6647 2.0488 -6.6802
C 1.5610 2.6663 -1.5226
C 1.1954 3.7095 7.1401
C -8.3558 -8.2139 -3.9746
C -0.1165 1.3578 -7.1269
C 1.2742 -2.2211 -0.8405
C 9.4858 -4.3302 -5.0865
B 2.3424 -1.4138 0.1693
H 0.5966 0.5866 -6.8536
H 1.7298 -0.6782 3.6408
H 0.3227 -1.7109 -0.9303
H -0.6804 -2.3009 -6.9492
H 0.1319 0.8209 3.2754
H 4.5115 -3.9953 -5.3428
H -4.8176 2.1803 -7.7497
H 4.3706 0.8229 0.0907
H 7.9569 -5.4224 -9.5600
H 4.1074 -3.7826 -7.0598
H -6.6145 -7.6198 -2.1168
H 0.1270 0.4962 1.5648
H -12.7229 -2.8813 -0.0866
H 9.1253 -3.9379 -4.1414
H -5.5054 1.5136 -6.2528
H 4.1271 6.3643 0.9640
H -8.4518 -3.2236 -2.9205
H -5.5995 -2.2514 -0.7252
H 3.3190 3.8708 11.9184
H 10.0225 -3.5552 -5.6285
H 1.2034 1.7174 2.2495
H -0.5136 5.5361 9.1471
H 1.7339 -2.3296 -1.8199
H 4.2125 7.3936 2.4166
H 1.8332 3.9252 10.9339
H -10.7270 -9.3242 -3.8968
H 5.7701 11.8450 1.4145
H 4.1061 -2.5425 -2.0923
H -5.5973 -2.2143 1.0476
H -1.5464 0.9548 6.7587
H -1.8578 -5.5501 -1.7869
H -12.4371 -1.3547 0.7820
H 2.9523 7.6388 -3.3632
H -1.5992 -4.0138 -2.6558
H -7.0042 -0.3641 7.8509
H -1.5769 -3.8031 -6.6579
H 2.8415 3.1176 5.1069
H 2.5986 7.4125 -1.6373
H -2.5608 1.2437 8.1919
H -5.8419 -3.7556 0.1977
H -0.8311 5.3598 7.4057
H 4.0306 0.6156 -1.5789
H 1.0615 2.9545 -0.6009
H 0.1711 2.3010 -6.6690
H 6.4699 -6.3227 -9.1839
H -7.3612 -1.1769 6.3114
H -0.4310 -4.5413 -1.4376
H -7.2688 0.5986 6.3785
H 7.2571 11.1662 0.7135
H -8.6926 -4.7265 -1.9988
H -6.5675 -6.3913 -3.4041
H -1.0416 3.9675 8.4950
H 1.2374 6.7123 15.1991
H -10.5963 -9.8231 -5.5998
H 3.8982 -2.4343 -5.9101
H 3.3426 4.5957 10.2954
H 10.1411 -5.1804 -4.9110
H -5.2853 -7.6113 -3.2954
H 1.1060 -3.2257 -0.4658
H -2.7672 2.2379 6.7277
H -0.1399 1.4614 -8.2094
H 4.0846 6.7325 -2.3379
H 2.5774 1.6750 6.1120
H -12.4700 -1.3739 -0.9969
H 0.9826 1.9034 -2.0306
H -0.4756 -3.6915 -8.0439
H 0.5969 -1.6429 1.5739
H -7.2713 -3.7082 -1.6878
H 2.5463 2.2792 -1.3006
H -0.2428 6.7628 14.2142
H 5.8286 -2.5274 -1.8083
H 6.1260 12.0784 -0.3132
H 5.7032 6.7147 1.7128
H 0.6745 8.2567 14.5181
H -10.6772 -8.0954 -5.1817
H 4.0843 2.6016 6.2654
H -4.5625 3.0209 -6.2021
H 8.0577 -7.0534 -8.8524
*
```

Entry 2:
Here is 4 unconnected molecules or ions with the total composition C42H79N5O7PS3 at a distorted geometry from OMol25. Energies are from the ωB97M-V functional and the def2-TZVPD basis.

Computed properties:
* largest force on an atom: 0.034 hartree/bohr

```
! RIJCOSX wB97M-V def2-TZVPD def2/J DEFGRID3
* xyz 1 1
S -0.9375 1.1035 1.7761
S 3.5989 2.7771 -2.2243
S 1.7153 5.0596 -2.4135
P -0.4555 -2.7660 1.3369
O -0.8654 2.5292 1.8186
O 0.0794 0.3159 2.4039
O 1.9979 -2.8218 -2.2323
O -1.5490 -2.4227 2.2476
O -0.4582 -4.3132 0.9402
O 0.9764 -2.4570 1.9180
O -5.2750 1.9322 -0.2197
N 2.1886 4.8535 1.9393
N -2.2227 -1.6421 -0.2807
N -0.9207 0.6783 0.1504
N -5.9221 -0.8025 -0.7779
N 2.6695 4.1504 -0.1152
C 6.3073 0.4485 -7.9996
C 1.3582 1.3204 -1.4292
C 1.1791 -3.1493 -1.4150
C -3.1063 -2.8386 -0.5250
C 1.9268 5.0081 0.6910
C -2.6027 -0.5326 -1.2183
C 3.1493 3.8639 1.9985
C -7.4213 0.8950 0.2738
C -5.1186 -9.8308 1.3473
C 5.7888 1.6829 -5.1912
C 0.5334 0.0404 -1.6369
C 4.8475 0.7073 -5.8960
C -4.0044 -6.2657 1.3231
C -5.5773 -2.2173 -0.8897
C -5.0073 -8.9258 2.5709
C -5.4607 -6.7275 1.3117
C -3.6282 -5.4530 2.5617
C 3.4621 3.4128 0.7674
C -8.7618 1.0970 0.5767
C 6.2638 6.0761 2.5994
C 2.6093 4.0773 -1.4925
C -0.7283 -1.8530 -0.2798
C 5.6970 5.5192 5.6178
C 5.4415 1.3272 -8.8976
C 7.6711 5.9931 7.1677
C 6.4438 4.5855 4.6637
C -9.3293 2.3518 0.5870
C -4.4721 -2.5708 0.1200
C 2.3182 1.5602 -2.5875
C 5.5244 -0.2430 -6.8851
C 6.5695 6.5783 6.2889
C -6.9368 -0.5362 0.2419
C 6.8460 0.9947 -4.3326
C -8.5499 3.4509 0.2841
C -2.1504 0.7994 -0.6282
C -7.2104 3.2817 0.0075
C -0.0378 -0.4122 -0.2835
C -0.2761 -2.7125 -1.4622
C 7.1844 5.2871 3.5264
C -6.6493 2.0224 0.0171
C -5.8451 -7.6525 2.4670
C -2.4929 0.6836 2.5016
H 4.6414 0.7437 -9.3580
H -0.4158 -2.2031 -2.4136
H 1.4631 -3.8582 -0.6124
H 5.1901 2.3385 -4.5557
H 5.2180 4.9122 6.3927
H -0.8476 -3.6426 -1.5013
H -4.5373 -10.7427 1.4838
H -3.3163 1.2277 2.0530
H 4.0682 1.2768 -6.4108
H 1.1850 -0.7061 -2.0721
H 1.7444 -2.8269 1.4642
H -7.8162 -1.1535 0.0274
H 6.8304 6.5249 1.7823
H -2.3575 1.0086 3.5321
H 7.2486 5.3573 7.9486
H -2.6656 -0.3873 2.5158
H -4.7482 -3.4448 0.6991
H 8.2422 6.7839 7.6549
H -6.5406 -0.8315 1.2167
H 7.0129 7.2333 5.5342
H 0.3032 -4.8148 1.2577
H -9.3692 0.2291 0.7980
H -4.8464 2.2058 0.5971
H -4.3799 -1.7412 0.8225
H -5.7820 -7.1056 3.4116
H -2.0891 -0.7265 -2.1543
H -0.2549 0.2689 -2.3566
H 8.3744 5.3926 6.5889
H 7.1177 1.0461 -7.5744
H 6.1950 -0.9164 -6.3444
H 5.7537 6.8831 3.1266
H 5.7225 3.8810 4.2347
H -3.6848 -0.5306 -1.3339
H -4.2647 -4.5720 2.6676
H 4.1581 2.6572 0.4590
H -3.2180 -2.9243 -1.6046
H -3.7273 -6.0471 3.4695
H 4.9841 2.1476 -8.3424
H 6.7868 -0.3200 -8.6106
H -6.1141 -5.8470 1.3403
H -2.6431 -3.7490 -0.1588
H 1.2194 5.6928 0.2591
H 6.0347 1.7683 -9.6989
H -2.5947 -5.1123 2.5012
H 6.3798 0.3613 -3.5730
H -5.3346 -9.4795 3.4533
H 1.7609 1.8786 -3.4703
H 1.9464 1.2112 -0.5145
H -6.8970 -7.9279 2.3511
H 7.5095 0.3682 -4.9300
H -6.1561 -10.1207 1.1715
H 7.9538 5.9501 3.9301
H -6.5819 4.1350 -0.2042
H 4.7573 -0.8820 -7.3347
H -2.9486 1.2437 -0.0431
H -5.2138 -2.3586 -1.9081
H -8.9777 4.4421 0.2649
H 4.8834 6.0156 5.0816
H -4.7491 -9.3413 0.4443
H 3.5991 3.5135 2.9115
H -3.3348 -7.1243 1.2326
H 0.7002 2.1800 -1.3235
H -3.9573 -8.6736 2.7459
H -3.8340 -5.6602 0.4248
H -2.4908 -1.3094 0.6496
H 4.3300 0.1049 -5.1390
H 7.7143 4.5297 2.9422
H -10.3785 2.4641 0.8167
H 5.5049 5.4238 2.1631
H 6.2762 2.3326 -5.9222
H -5.6689 -7.2238 0.3602
H -1.9871 1.4788 -1.4674
H 0.8206 -0.4543 0.3819
H -6.4344 -2.8859 -0.7560
H 7.1552 3.9766 5.2282
H 7.4668 1.7285 -3.8177
H 2.8699 0.6575 -2.8490
H -6.2652 -0.4632 -1.6680
H 5.9270 7.2151 6.9018
*
```

Entry 3:
Here is 18 unconnected molecules or ions with the total composition C42H80Cl35IN2OP at a distorted geometry from OMol25. Energies are from the ωB97M-V functional and the def2-TZVPD basis.

Computed properties:
* largest force on an atom: 0.047 hartree/bohr

```
! RIJCOSX wB97M-V def2-TZVPD def2/J DEFGRID3
* xyz 1 1
I -9.4996 -1.0803 4.0920
Cl 1.8137 -5.5890 4.6942
Cl 3.7833 2.9421 4.4949
Cl 2.7068 4.5287 -7.6310
Cl -1.2764 9.9102 10.3621
Cl 2.5568 3.4914 1.9075
Cl -0.0370 0.4717 -10.6955
Cl -0.5171 3.8315 5.5580
Cl 3.6393 7.8041 -9.6979
Cl -2.5694 -0.8059 1.2335
Cl -2.5221 -2.9615 -0.7473
Cl -6.2756 -0.7107 -3.5327
Cl 0.8821 7.1758 -8.9114
Cl -3.5617 -8.2113 -1.3078
Cl 3.0702 1.1588 -5.5185
Cl -1.1792 6.5234 6.4943
Cl 0.1829 -3.9035 6.4413
Cl 8.7279 2.9842 5.8619
Cl 12.1322 2.9202 2.2837
Cl -1.6590 -8.7617 0.8474
Cl -0.9806 -0.1660 -5.2160
Cl 5.6184 0.4993 -6.7954
Cl 10.2173 2.3063 -1.2420
Cl 2.6488 2.9327 -10.1128
Cl 5.2340 -1.6431 -2.8604
Cl 1.5346 0.4110 -8.2141
Cl -4.5770 4.3578 1.2172
Cl 6.2183 1.1074 -2.8134
Cl 1.0859 8.4765 9.4075
Cl 7.4635 3.5354 3.2887
Cl -7.4228 3.6921 1.2489
Cl -0.8291 8.5223 -11.9033
Cl 0.2447 0.3317 -2.6016
Cl 0.2990 5.8853 -12.4930
Cl 13.4238 2.3784 4.8535
Cl 9.4403 1.9725 -4.0448
P -7.8408 -1.8859 -2.8909
O -9.1620 -1.1573 -3.5080
N -8.2553 0.3235 0.3778
N -8.1767 -0.0743 -0.8848
C 4.6725 1.7510 -5.9756
C -8.0446 -1.8936 1.2310
C -1.8564 -5.7756 2.1303
C 2.4313 3.7076 3.6611
C -6.2652 -4.4621 1.6827
C -0.6771 8.4735 9.5274
C -2.7576 -5.1250 3.2221
C -0.6025 -4.9003 1.9705
C 6.4687 -0.5255 -3.4502
C -5.9883 1.2851 3.2449
C 4.2655 -0.7576 3.4535
C 0.1356 -5.3025 0.6719
C -8.0106 -1.3514 -1.0775
C -1.6011 -1.6607 0.0188
C -6.3744 -4.3341 0.1571
C -7.7502 -3.8158 -0.3644
C 2.1939 4.4524 -9.3213
C 4.4690 -1.2993 0.4935
C 2.0483 -3.7073 1.4681
C 3.7596 -2.5749 -0.0618
C 3.9932 -0.3792 4.9316
C 0.9263 -5.4926 6.2195
C 1.2947 -4.3459 0.2724
C -5.0382 -5.2968 2.1179
C -3.3341 -8.8916 0.3087
C -1.1759 5.4140 5.1209
C 3.8187 0.3121 2.4285
C 1.9452 8.3114 -9.7569
C 3.5471 -3.5887 1.0843
C 9.6976 3.1172 -2.7229
C -8.1732 -0.5189 1.3992
C 7.3683 3.7586 5.0374
C 3.4434 -0.2813 1.0524
C 12.0574 3.1467 4.0358
C -3.8841 -4.3510 2.5077
C 0.6577 -0.5386 -9.4181
C -6.7431 -0.0512 3.3859
C -7.9465 -2.3671 -0.0743
C -8.2035 0.0675 2.8148
C -0.6331 7.2517 -13.1193
C -6.1828 4.8109 0.6476
C -0.5610 1.0490 -4.0065
H 3.8806 -1.2674 5.5568
H 1.6214 -2.7189 1.6599
H 2.4217 -0.6695 1.1052
H 8.7643 3.6329 -2.5265
H -1.0952 8.4545 8.5271
H 0.8834 -3.6007 -0.4137
H -2.1944 5.2829 4.7780
H 5.2013 -1.6083 1.2374
H -1.4684 1.5395 -3.6743
H 6.4468 3.3189 5.3988
H 7.3879 4.8201 5.2552
H 4.8102 0.2183 5.3399
H 4.9698 -0.8373 -0.3577
H -6.1665 1.6027 2.2147
H 2.9220 0.7927 2.8325
H -6.7326 -0.4281 4.4065
H -6.1829 -0.7765 2.7841
H 0.1137 1.7683 -4.4582
H 10.4635 3.8235 -3.0210
H -7.7841 -4.0204 -1.4314
H 0.1449 -6.2436 6.2141
H -6.1900 4.7838 -0.4356
H 1.1169 4.5423 -9.3557
H 1.9966 -4.3561 2.3391
H 2.0322 -4.9389 -0.2761
H 4.1630 -3.3561 1.9554
H -8.3675 1.3244 0.5142
H -3.1729 -5.8665 3.9117
H -3.6153 -9.9381 0.2912
H -4.9154 1.1683 3.3867
H 2.4351 4.7679 3.8882
H -0.1097 7.6666 -13.9726
H 3.3963 0.5613 0.3517
H 4.5678 1.0979 2.3075
H 2.6559 5.2702 -9.8566
H -1.2978 -0.9546 -0.7458
H 1.8583 9.2824 -9.2835
H 1.3451 -1.2439 -9.8706
H 5.3422 -0.9014 3.3233
H 5.1962 2.0400 -5.0724
H -6.4209 5.8062 1.0037
H 0.4755 -6.3353 0.7832
H -5.3168 -5.8129 3.0413
H -0.1482 -1.0672 -8.9218
H 3.7644 -1.7064 3.2469
H -8.0105 -2.5682 2.0703
H -4.2399 -3.5506 3.1667
H 1.5091 3.2567 4.0062
H -5.6044 -3.6566 -0.2301
H 3.8272 -4.6058 0.7869
H -0.9877 7.5938 10.0793
H 2.8262 -2.2320 -0.5156
H -4.7357 -5.9960 1.3367
H 4.5659 2.5965 -6.6416
H 11.1386 2.7065 4.4039
H -3.4955 -3.8731 1.6002
H -8.5095 1.1133 2.7841
H -0.0020 -5.0321 2.8742
H -1.6231 -6.8189 2.3419
H 12.0759 4.2089 4.2504
H -2.4046 -5.7026 1.1833
H -8.5346 -4.4088 0.1175
H 1.6344 8.3680 -10.7922
H -8.9377 -0.4548 -4.1351
H -6.2080 -5.3181 -0.2870
H 1.6165 -5.6723 7.0354
H -0.6204 -5.2309 -0.1157
H -1.6147 6.8995 -13.4134
H -3.9623 -8.3454 1.0045
H 6.4068 -0.4966 -4.5328
H 4.3521 -3.0428 -0.8592
H 3.0538 0.1769 4.9651
H -6.4222 2.0156 3.9292
H -0.5658 5.8396 4.3318
H -0.8920 -3.8478 1.8578
H -2.1804 -4.4113 3.8184
H -0.7322 -2.0894 0.5061
H -7.2089 -4.8372 2.1005
H -6.1302 -3.4719 2.1303
H 7.4442 -0.8737 -3.1299
*
```

These records have HOMO energy values of -0.1910 -0.3862 -0.4158 Ha, in the order they appear.
These records have E_tot values of -6061.085592 -3983.930608 -18578.549210 Ha, in the order they appear.
These records have gap between HOMO and LUMO values of 6.9894 7.6815 7.1002 eV, in the order they appear.